# C99H182N22O27

19 unconnected molecules or ions with the total composition C99H182N22O27 in a non-equilibrium geometry (ωB97M-V/def2-TZVPD, the Open Molecules 2025 dataset).

Output
HOMO energy: -13.767 eV
gap between HOMO and LUMO: 6.75 eV
total charge: +4
lowest unoccupied orbital energy: -7.0 eV
molar mass: 2112.7 g mol⁻¹
E_tot: -7115.19033 Ha

Last column: Mulliken charge in e.
Positions of all 330 atoms, in Å:
O 0.741 4.779 2.280  0.25
O -1.572 -0.290 -4.752  -0.56
O -6.921 0.075 -2.768  -0.73
O 6.904 6.735 1.084  -0.71
O -2.963 -6.282 1.645  -0.65
O 2.826 -4.864 -1.377  -0.73
O -3.798 -0.028 0.543  -0.08
O 4.492 2.471 -1.663  -0.85
O -5.250 -0.988 -1.905  -0.50
O 6.680 4.684 1.539  -0.44
O 1.836 5.468 4.026  -0.35
O -3.126 1.212 -4.458  -0.83
O 3.206 2.231 5.046  -0.75
O -3.191 -1.579 1.942  -0.68
O 3.159 3.305 -3.094  -0.62
O 3.037 -3.217 -0.061  -0.60
O 1.099 1.918 4.734  -0.25
O 2.069 6.412 2.178  -0.84
O -2.910 -7.219 -0.248  -0.59
O 7.879 5.997 2.836  -0.70
O -2.565 0.461 2.297  -0.58
O -1.853 -5.391 0.058  0.02
O 1.865 3.331 6.202  -0.66
O -3.681 -0.801 -4.710  -0.53
O 2.416 2.805 -1.179  -0.06
O 2.390 -2.847 -2.049  -0.66
O -7.203 -1.791 -1.883  -0.69
N -2.786 0.042 -4.613  0.97
N -6.422 -5.154 0.090  1.66
N 0.698 -8.935 -0.190  0.09
N -1.538 5.090 6.289  0.40
N 2.796 -3.668 -1.175  0.96
N -7.698 0.188 -6.336  0.61
N -6.458 -0.896 -2.214  0.64
N 7.217 5.802 1.791  0.96
N 0.978 5.003 -2.262  0.43
N 3.353 2.837 -1.983  0.67
N 2.433 1.670 1.383  1.94
N 1.541 5.505 2.830  0.50
N -1.550 -3.132 4.370  0.98
N -2.573 -6.289 0.504  0.42
N -1.845 -2.532 -2.025  1.65
N 8.336 1.972 0.513  0.69
N 1.723 -1.129 -5.878  0.40
N -5.163 2.168 -0.275  0.18
N 7.803 11.668 2.233  0.05
N 5.431 6.030 5.237  0.48
N -3.189 -0.377 1.610  0.33
N 2.043 2.473 5.318  0.84
C 2.011 -0.260 0.066  -1.22
C -0.429 -2.451 3.644  0.59
C -0.282 -0.954 -0.429  -0.03
C 6.762 7.877 5.465  -0.70
C 1.673 -1.184 3.864  0.89
C 8.606 0.425 -1.388  -0.77
C 1.892 -9.870 -0.456  -0.94
C 3.363 2.662 1.875  -1.13
C -4.294 2.663 0.712  -1.28
C -1.119 -5.404 3.631  -0.56
C 6.595 11.762 2.818  -0.23
C -0.032 -2.312 -0.526  -1.55
C 8.032 9.423 2.873  -0.26
C 4.972 4.679 5.614  -0.86
C -5.309 -3.452 -7.723  -0.82
C -8.413 0.724 -7.523  -0.72
C -4.752 2.063 -1.522  -0.98
C -2.007 -4.227 3.449  -0.31
C 1.674 0.291 -6.434  -0.84
C 8.310 12.792 1.503  -0.96
C -5.705 -2.223 -8.599  -1.10
C 7.340 1.283 -1.581  -0.32
C -6.794 -9.078 -0.471  -0.79
C -3.423 2.417 -1.821  -0.42
C 2.290 -6.196 2.147  0.31
C 11.499 4.064 0.067  -0.70
C 1.183 -7.556 0.326  -0.13
C -0.311 -9.504 0.888  -0.29
C -0.211 -4.457 -6.738  -1.07
C -6.776 1.139 -5.810  -0.77
C 0.657 -0.155 0.371  1.24
C 1.175 1.670 1.811  -0.89
C 6.823 9.498 3.549  0.18
C -6.375 1.550 0.302  -0.61
C 8.164 2.154 2.074  -1.09
C -2.937 5.382 6.353  -0.91
C 8.893 0.624 0.189  -0.63
C -1.346 3.150 7.719  -1.03
C 3.144 -1.607 -6.076  -1.10
C -0.367 7.990 4.167  -0.69
C -1.164 -9.981 -1.342  -0.43
C -5.778 -9.457 -1.606  -0.98
C -3.071 3.117 0.407  -0.49
C -2.810 -3.313 -2.821  -0.94
C 11.062 5.474 -0.310  -1.17
C -0.692 8.386 2.733  -0.91
C 2.537 -2.376 4.428  -1.35
C -0.292 -5.241 4.912  0.08
C -1.527 2.642 6.248  0.54
C -8.798 -0.140 -5.446  -0.20
C 0.298 -1.315 4.525  -1.34
C -1.061 4.580 7.557  -0.59
C 2.037 5.891 -2.828  -0.89
C -0.194 -8.865 -1.407  -0.20
C -1.132 6.769 4.486  0.07
C 0.699 -1.977 -6.559  -0.66
C 6.240 8.283 4.285  1.05
C 4.757 6.461 4.135  -0.60
C 10.448 3.294 0.892  -0.22
C -2.576 -2.185 4.860  -0.66
C -0.722 3.343 -2.636  -0.61
C -8.516 -4.063 0.563  -0.47
C 0.589 5.140 -0.955  -0.90
C -1.691 -4.196 -6.861  -0.74
C -1.283 3.863 5.411  -0.24
C -7.083 -4.644 -1.204  -0.26
C -0.984 -3.980 5.516  -0.69
C -8.522 -4.506 -0.894  -0.95
C 2.983 -6.106 3.497  -1.32
C 2.095 0.368 -3.972  0.57
C -1.183 3.572 -1.374  1.26
C -9.715 1.371 -7.033  -0.74
C 2.844 0.740 0.535  -0.42
C -9.812 0.954 -5.554  -0.71
C -1.108 -10.496 0.148  -0.94
C 9.298 2.984 0.002  -1.02
C -6.924 -1.040 -6.692  -1.00
C 6.324 6.687 5.946  -0.35
C 0.571 -3.330 -5.879  -0.04
C 7.009 1.971 -0.288  -0.59
C -1.427 -0.463 -1.031  -0.29
C 0.406 4.101 -3.062  -0.32
C -0.850 -3.133 -1.282  -0.90
C -7.495 -4.950 1.160  -0.59
C 0.224 0.763 1.358  -0.46
C -0.626 6.176 5.832  -0.71
C -5.245 -4.379 0.577  -2.17
C -2.214 -1.278 -1.776  -0.55
C -0.527 4.432 -0.483  -0.75
C 1.678 -7.568 1.806  -0.12
C 6.058 10.692 3.463  -0.70
C 8.442 10.528 2.189  -0.40
C 5.157 7.631 3.637  -0.09
C 1.493 -1.027 -4.382  0.21
C -6.134 -6.608 -0.098  -1.11
C -5.873 -0.917 -7.854  -0.32
C -2.541 2.987 -0.944  0.86
C 1.979 1.220 -5.255  -0.09
C -7.242 -7.567 -0.491  -0.53
H 0.665 4.135 -4.100  0.26
H 5.538 3.964 4.985  0.31
H 10.861 6.135 0.523  0.29
H 0.269 -6.931 0.157  -0.47
H -4.457 -3.130 -7.042  -0.01
H 2.054 -0.268 4.284  -0.18
H -1.393 5.235 8.344  0.69
H -0.913 4.635 0.471  0.71
H 0.054 4.754 7.583  0.25
H -1.293 2.699 -3.320  0.59
H -0.106 -5.418 -6.305  0.40
H -5.054 -2.134 -9.379  0.62
H -2.011 -3.773 2.439  -0.04
H 7.636 13.592 1.375  0.35
H 1.620 -1.193 2.793  -0.41
H -6.895 -5.372 -1.962  0.28
H -3.790 -3.218 -2.446  -0.03
H -3.193 6.122 7.057  0.31
H -1.870 -3.131 -7.024  0.26
H -6.322 -1.301 -5.833  0.15
H -3.188 2.255 -2.854  0.39
H -0.261 -1.463 -6.526  0.40
H 1.971 -7.256 -0.332  0.39
H -9.477 -4.274 1.093  0.47
H -0.726 -10.881 -1.906  0.32
H -1.930 4.077 4.604  0.77
H -6.168 -9.335 -2.617  0.37
H -9.585 1.823 -4.949  0.28
H 8.601 12.425 0.521  0.37
H 3.137 0.281 -3.524  0.08
H 3.030 5.605 -2.454  0.32
H 0.801 -4.920 4.821  -0.76
H 3.703 -0.796 -5.632  0.52
H -0.024 9.190 2.331  0.33
H -10.540 1.015 -7.644  0.36
H 0.348 5.654 5.712  -0.14
H 9.940 0.559 0.462  0.43
H 9.251 13.111 2.020  0.35
H -2.117 7.167 4.629  0.69
H 1.904 5.786 -3.877  0.25
H -4.721 2.621 1.678  0.53
H 1.037 -2.083 -7.632  0.41
H -6.280 -0.261 -8.615  0.34
H -0.905 -1.897 2.801  -0.48
H -0.422 -5.559 2.864  -0.45
H -1.734 8.752 2.608  0.38
H -6.292 -9.233 0.445  0.37
H 3.896 0.682 0.192  0.09
H 0.285 -4.522 -7.729  0.39
H -1.788 0.473 -0.768  0.13
H -4.973 -4.303 -8.331  0.41
H 2.912 1.784 -5.433  0.34
H 11.680 3.453 -0.811  0.40
H -4.463 -4.490 -0.124  0.16
H 8.728 3.853 -0.239  0.36
H -8.258 -2.972 0.749  0.22
H 1.042 2.434 2.542  0.05
H 7.442 8.462 5.998  0.71
H 9.464 0.786 -1.985  0.30
H -0.753 1.908 5.933  -0.61
H -8.103 -7.415 0.124  0.50
H 1.781 -1.869 -3.733  0.84
H -2.131 -1.484 5.603  0.28
H 9.092 1.879 2.605  0.37
H -2.503 2.191 6.092  0.54
H -0.759 0.721 1.725  0.17
H 1.086 5.838 -0.308  0.64
H -0.617 -7.870 -1.423  -0.18
H -0.707 -4.187 -1.353  1.30
H 6.744 6.223 6.846  0.43
H -5.000 -4.845 1.451  1.16
H 4.043 5.711 3.730  -0.44
H 1.568 -3.695 -5.548  0.42
H 0.307 -3.164 3.292  -0.10
H -7.329 2.009 -5.521  0.45
H -1.704 -6.289 3.619  1.26
H 2.983 -6.019 1.357  0.65
H -9.237 -1.122 -5.767  0.44
H -7.068 -4.578 2.073  0.17
H -2.509 3.431 1.257  0.54
H 3.237 -1.673 -7.144  0.33
H 3.788 -6.890 3.444  0.45
H -6.154 1.048 1.268  0.23
H -6.635 -3.722 -1.414  0.19
H -6.223 0.673 -4.996  0.08
H -5.525 -10.513 -1.524  0.41
H 1.980 -3.301 4.548  0.10
H 3.346 -2.762 3.812  0.44
H -5.482 -3.312 0.762  0.11
H 12.414 4.202 0.676  0.37
H 6.317 1.385 0.339  0.23
H 3.949 4.465 5.355  -0.08
H 6.517 0.668 -1.849  0.19
H 1.908 6.903 -2.539  0.42
H -5.387 -6.695 -0.868  0.45
H -5.670 -6.972 0.831  0.34
H -0.655 -11.516 0.078  0.36
H -2.902 -1.573 4.034  -0.02
H -8.464 -0.284 -4.411  0.01
H 10.140 5.490 -0.872  0.35
H -3.368 5.578 5.364  0.37
H 9.382 10.425 1.662  0.48
H -7.741 1.355 -8.056  0.50
H -3.463 4.431 6.552  0.40
H 10.982 2.318 1.186  0.25
H 8.349 -0.135 0.712  0.54
H -0.266 3.916 5.098  -0.73
H -8.707 -0.146 -8.150  0.29
H -0.902 -8.672 1.239  0.09
H -0.704 8.775 4.847  0.56
H -4.816 -8.953 -1.632  0.07
H 2.487 -8.284 1.867  0.59
H 10.191 3.750 1.854  0.42
H -9.097 -5.400 -1.007  0.40
H -7.137 2.321 0.471  0.39
H -6.654 -2.466 -9.165  0.31
H -1.896 -4.130 6.138  0.51
H 0.430 -9.815 1.651  0.53
H 1.230 1.979 -5.295  -0.04
H 3.576 -5.192 3.509  0.26
H 5.116 4.461 6.671  0.38
H 2.567 -9.313 -1.098  0.39
H 6.663 3.009 -0.319  0.32
H 0.801 -7.756 2.481  0.23
H -5.412 1.607 -2.240  0.99
H 2.403 0.366 -7.234  0.29
H 7.455 2.029 -2.390  0.36
H -10.779 0.563 -5.243  0.48
H 3.334 -2.488 -5.484  0.37
H -0.367 -6.106 5.594  0.50
H -0.633 7.449 2.193  -0.06
H -2.137 -9.780 -1.831  0.26
H 0.392 -1.661 5.552  0.72
H -6.107 -3.809 -7.085  0.32
H -2.218 -4.473 -5.933  0.20
H -9.628 2.460 -7.289  0.33
H 1.520 -10.795 -0.932  0.39
H -3.321 -2.791 5.409  0.50
H 0.675 7.843 4.291  0.19
H 9.752 2.692 -1.015  0.28
H 0.765 -2.771 0.070  0.86
H 2.355 -0.976 -0.611  0.58
H -0.193 -3.440 6.089  0.43
H 0.472 -8.991 -2.200  0.58
H 2.943 -2.159 5.412  0.42
H 8.418 -0.695 -1.569  0.36
H 0.667 0.452 -6.848  0.40
H -8.945 -3.827 -1.666  0.40
H 11.889 5.885 -0.982  0.34
H 1.498 0.739 -3.097  -0.53
H -0.614 6.988 6.534  0.63
H -2.982 -2.892 -3.831  -0.02
H -2.149 2.835 8.441  0.25
H 4.187 2.696 1.215  0.49
H -7.714 -9.607 -0.568  0.38
H 5.147 10.639 3.995  0.64
H -4.888 -0.577 -7.688  0.38
H -7.886 -5.972 1.343  0.38
H -0.319 -0.472 4.449  0.48
H -2.120 -4.821 -7.647  0.44
H -6.010 1.369 -6.591  0.34
H -3.015 -4.408 3.745  0.34
H 4.844 8.119 2.734  0.80
H 7.968 3.220 2.256  0.37
H -7.634 -1.813 -6.925  0.73
H 7.370 1.507 2.457  0.40
H 8.694 8.544 2.885  0.42
H -2.485 -4.359 -2.835  0.62
H 1.558 -5.382 2.043  -0.68
H -2.047 -10.783 0.654  0.42
H -7.494 -7.337 -1.539  0.32
H 2.410 -10.095 0.475  0.34
H -6.846 0.795 -0.344  0.09
H 3.603 2.534 2.886  0.34
H 2.275 -6.105 4.368  0.17
H -3.181 -0.963 -2.160  0.21
H 2.858 3.651 1.772  -0.18
H -1.041 6.016 3.683  -0.37
H -0.086 -3.236 -5.016  -0.25
H 0.433 -0.971 -4.247  -0.73
H -0.464 2.723 8.197  0.44
H 6.115 12.746 2.785  0.39